(1)
{"formula": "C3H9N2", "method": "the ωB97M-V functional and the def2-TZVPD basis", "elements": ["C", "H", "H", "N", "H", "N", "H", "H", "H", "C", "C", "H", "H", "H"], "xyz": [[-0.041, 0.153, 1.220], [0.437, -0.469, -2.182], [-1.872, -0.571, -1.206], [0.899, -0.554, 2.037], [-0.702, 0.845, 1.740], [-1.449, 0.273, -0.772], [0.829, -1.533, 2.241], [1.546, 0.011, 2.545], [1.716, -0.648, -1.016], [-0.137, -0.022, -0.159], [0.876, -0.011, -1.293], [-2.086, 0.644, -0.065], [1.340, 0.956, -1.525], [-1.356, 0.926, -1.563]], "mulliken_spin": [0.492, 0.005, 0.016, -0.005, 0.020, 0.054, 0.017, -0.019, 0.017, 0.371, 0.068, -0.050, 0.004, 0.010], "homo_energy_ev": [-3.93, -6.82], "charge": 0, "total_energy_ev": -6232.68764, "multiplicity": 2, "homo_lumo_gap_ev": [4.40, 7.19], "fmax_ev_per_a": 1.44}

(2)
{"formula": "C4H15NO3", "method": "the ωB97M-V functional and the def2-TZVPD basis", "elements": ["H", "H", "H", "N", "C", "H", "H", "H", "O", "H", "C", "C", "H", "H", "H", "H", "H", "H", "H", "H", "O", "C", "O"], "xyz": [[-2.226, 2.592, 1.003], [-0.411, -0.823, 0.206], [1.700, 0.821, 0.722], [-1.179, 0.314, 2.090], [-1.823, 1.964, 0.326], [3.976, -2.091, -1.007], [1.400, -0.227, -1.358], [1.261, 0.202, -2.930], [0.798, 0.244, -2.068], [-1.721, 0.286, 2.916], [-1.928, 0.546, 0.934], [2.842, -2.069, -0.943], [2.556, -2.955, -0.353], [-3.067, 0.547, 0.992], [-2.205, 1.983, -0.655], [-0.844, 2.307, 0.094], [-2.016, -1.559, 0.540], [2.379, -2.170, -1.981], [0.325, 0.928, 1.581], [-1.725, -0.668, -0.997], [2.349, -0.929, -0.311], [-1.494, -0.709, 0.076], [1.054, 1.467, 1.125]], "lowdin_charge": [0.049, 0.064, 0.028, 0.248, -0.006, 0.087, -0.015, 0.028, -0.152, 0.086, -0.441, -0.238, 0.079, 0.149, 0.087, 0.067, 0.081, 0.085, -0.009, 0.096, -0.248, -0.006, -0.119], "homo_energy_ev": -8.00, "charge": 0, "total_energy_ev": -12015.70757, "homo_lumo_gap_ev": 3.07, "fmax_ev_per_a": 3.74}

(3)
{"formula": "C3H5NO2", "method": "the ωB97M-V functional and the def2-TZVPD basis", "elements": ["C", "H", "H", "N", "O", "O", "H", "H", "C", "H", "C"], "xyz": [[0.755, -0.761, 0.123], [-0.713, 0.751, 1.465], [-1.278, 2.499, 0.783], [-0.542, 1.204, -0.556], [1.724, -0.215, 0.516], [0.451, -2.014, 0.347], [0.384, -0.198, -1.757], [-1.043, -0.699, -1.017], [-0.731, 1.530, 0.639], [1.144, -2.463, 0.961], [-0.169, -0.166, -0.834]], "lowdin_charge": [-0.644, 0.105, 0.087, -0.010, 0.135, 0.113, 0.132, 0.110, -0.056, 0.186, -0.158], "homo_energy_ev": -9.86, "charge": 0, "total_energy_ev": -8776.08643, "smiles": "C=NCC(=O)O", "homo_lumo_gap_ev": 10.47, "fmax_ev_per_a": 3.81}

(4)
{"formula": "C4H8O2", "method": "the ωB97M-V functional and the def2-TZVPD basis", "elements": ["H", "C", "O", "H", "H", "H", "H", "H", "H", "H", "C", "O", "C", "C"], "xyz": [[-0.339, -1.401, 1.675], [-0.526, 0.907, 0.167], [-1.594, 1.711, -0.965], [-0.688, 1.265, -2.705], [0.453, -1.879, -1.143], [-0.061, 1.737, 0.694], [1.022, -0.315, 2.090], [1.330, -1.825, 1.211], [1.405, 0.114, -0.378], [-1.420, 0.516, 0.684], [0.437, -0.276, -0.026], [-0.161, -1.136, -0.998], [-0.476, 1.576, -1.629], [0.618, -0.993, 1.324]], "lowdin_charge": [0.086, -0.069, -0.102, 0.046, 0.106, 0.120, 0.086, 0.083, 0.137, 0.123, -0.467, -0.045, -0.053, -0.050], "homo_energy_ev": -7.56, "charge": 0, "total_energy_ev": -8367.11125, "homo_lumo_gap_ev": 8.32, "fmax_ev_per_a": 1.50}

(5)
{"formula": "C5H14NO", "method": "the ωB97M-V functional and the def2-TZVPD basis", "elements": ["C", "C", "H", "H", "C", "N", "H", "C", "H", "H", "O", "H", "H", "H", "H", "H", "C", "H", "H", "H", "H"], "xyz": [[0.063, -1.195, -1.697], [-0.869, 0.028, -1.687], [0.659, 0.154, 1.245], [1.802, -0.909, -0.338], [0.764, -1.244, -0.354], [0.040, -0.224, 0.512], [-0.559, -2.067, -1.852], [-1.835, 1.419, 0.244], [0.789, -1.182, -2.491], [0.699, -2.212, 0.117], [1.954, 0.237, 2.498], [-0.800, 0.619, -2.590], [1.929, 0.002, 3.441], [-0.709, -0.705, 1.000], [-2.595, 0.656, 0.418], [-2.223, 2.146, -0.484], [-0.603, 0.796, -0.389], [0.135, 1.577, -0.549], [2.691, 0.865, 2.402], [-1.628, 1.941, 1.170], [-1.914, -0.282, -1.626]], "lowdin_charge": [-0.134, -0.115, 0.113, 0.135, -0.083, 0.080, 0.117, -0.031, 0.117, 0.130, -0.042, 0.127, 0.082, 0.175, 0.092, 0.107, -0.316, 0.156, 0.083, 0.087, 0.119], "homo_energy_ev": -15.67, "charge": 1, "total_energy_ev": -8944.00046, "homo_lumo_gap_ev": 12.71, "fmax_ev_per_a": 0.90}

(6)
{"formula": "Cl2H3NSi", "method": "the ωB97M-V functional and the def2-TZVPD basis", "elements": ["Cl", "Si", "H", "H", "H", "Cl", "N"], "xyz": [[-2.335, -0.784, 1.904], [1.151, 0.378, -0.561], [-1.564, -0.622, 0.863], [-1.029, 0.251, -1.393], [2.118, 1.270, -1.174], [2.063, -0.444, 1.018], [-0.405, -0.049, -0.657]], "mulliken_spin": [0.003, 0.967, -0.003, -0.021, -0.014, 0.097, 0.971], "homo_energy_ev": [-6.30, -11.34], "charge": 0, "total_energy_ev": -34458.03105, "multiplicity": 3, "homo_lumo_gap_ev": [6.40, 7.56], "fmax_ev_per_a": 5.96}